{
  "formula": "C10H19AgN4O4PS2Te",
  "method": "the ωB97M-V functional and the def2-TZVPD basis",
  "s2": 0.76,
  "relative_energy_kcal_mol": 0.0,
  "largest_force_ev_per_a": 0.615,
  "charge": -2,
  "multiplicity": 2,
  "e_tot_ev": -67081.1805,
  "symbols": ["Ag", "O", "N", "C", "C", "C", "C", "C", "S", "H", "H", "H", "H", "N", "N", "C", "N", "S", "H", "H", "H", "H", "H", "C", "C", "O", "P", "O", "Te", "O", "C", "C", "H", "H", "H", "H", "H", "H", "H", "H", "H", "H"],
  "coordinates": [[-0.2802, -0.2327, -0.2462], [-1.5051, -2.0194, -1.0662], [-1.3061, -3.0997, -0.2732], [-2.4265, -3.9304, -0.0932], [-2.3375, -5.0714, 0.6623], [-1.1481, -5.4374, 1.2911], [-0.0297, -4.5313, 1.1245], [-0.1159, -3.3919, 0.3597], [1.2436, -2.2815, 0.1756], [-3.3105, -3.5792, -0.5999], [-3.2335, -5.6800, 0.7614], [-1.0715, -6.3286, 1.9008], [0.9185, -4.7155, 1.6126], [1.6176, 1.5863, 0.2629], [1.1123, 2.8917, 0.1761], [-0.0240, 3.0942, -0.5429], [-0.5273, 4.3571, -0.3669], [-0.7961, 2.0032, -1.5303], [1.3761, 1.1889, 1.1684], [2.6240, 1.5958, 0.1660], [1.1294, 3.4156, 1.0563], [0.1200, 5.0962, -0.1448], [-1.2730, 4.5901, -0.9992], [3.5366, -0.2642, 4.2405], [2.4940, 0.8214, 4.3947], [1.4978, 0.6008, 3.4132], [0.0578, 1.3359, 3.4183], [-0.6796, 0.7853, 2.2605], [0.4519, 3.6933, 3.6558], [-0.5956, 0.8420, 4.8126], [-0.9919, -0.5533, 4.8286], [-2.4452, -0.7111, 4.4461], [4.3495, -0.1192, 4.9564], [3.9456, -0.2546, 3.2303], [3.0933, -1.2468, 4.4003], [2.9177, 1.8209, 4.2515], [2.0383, 0.7991, 5.3912], [-0.8039, -0.8906, 5.8507], [-0.3535, -1.1247, 4.1511], [-3.0775, -0.0891, 5.0834], [-2.7435, -1.7555, 4.5595], [-2.5867, -0.4230, 3.4065]],
  "nbo_charge": [0.790, -0.771, -0.076, -0.163, -0.262, -0.400, -0.364, 0.046, -0.580, 0.191, 0.176, 0.171, 0.194, -0.659, -0.497, 0.287, -0.802, -0.263, 0.394, 0.354, 0.399, 0.379, 0.395, -0.621, -0.062, -0.850, 2.049, -1.153, -0.740, -0.845, -0.073, -0.635, 0.187, 0.216, 0.218, 0.186, 0.172, 0.162, 0.207, 0.189, 0.206, 0.251]
}

***

{
  "formula": "C8H18Si",
  "method": "the ωB97M-V functional and the def2-TZVPD basis",
  "s2": 2.01,
  "relative_energy_kcal_mol": 17.0,
  "largest_force_ev_per_a": 6.025,
  "charge": 0,
  "multiplicity": 3,
  "e_tot_ev": -16459.4220,
  "symbols": ["C", "C", "C", "C", "C", "C", "C", "C", "Si", "H", "H", "H", "H", "H", "H", "H", "H", "H", "H", "H", "H", "H", "H", "H", "H", "H", "H"],
  "coordinates": [[1.1735, 3.5948, -0.2908], [0.9975, 2.4493, 0.4162], [2.5153, -1.6393, -0.9572], [1.2365, -1.2083, 1.3868], [-2.3804, 0.2679, 1.0970], [-2.6265, -0.8876, -1.1323], [1.9962, -0.6840, 0.1066], [-2.3287, 0.3825, -0.4096], [1.0532, 0.7791, -0.5955], [1.1313, 4.4867, 0.3148], [1.3047, 3.7308, -1.2961], [0.8509, 2.3437, 1.4151], [2.0512, -1.4142, -1.9616], [3.5843, -1.6073, -1.0985], [2.3741, -2.6600, -0.7839], [0.1663, -1.6914, 1.0662], [0.9660, -0.4299, 1.9890], [1.6885, -2.0190, 1.8614], [-2.1838, 1.3261, 1.5024], [-3.2837, -0.0704, 1.5219], [-1.6462, -0.3228, 1.5366], [-3.6191, -1.0898, -0.9249], [-1.9095, -1.5688, -0.6798], [-2.3458, -0.8613, -2.1492], [2.8699, -0.3191, 0.5130], [-2.7727, 1.2017, -0.8027], [1.8907, 1.1956, -1.6860]],
  "nbo_charge": [-0.350, -0.590, -0.605, -0.579, -0.687, -0.680, -0.679, -0.043, 1.017, 0.185, 0.195, 0.195, 0.203, 0.213, 0.211, 0.177, 0.199, 0.208, 0.208, 0.213, 0.208, 0.216, 0.204, 0.215, 0.224, 0.148, -0.229]
}

***

{
  "formula": "C15H19Cl5GeO5RuSe",
  "method": "the ωB97M-V functional and the def2-TZVPD basis",
  "s2": 8.76,
  "relative_energy_kcal_mol": 0.0,
  "largest_force_ev_per_a": 0.621,
  "charge": 1,
  "multiplicity": 6,
  "e_tot_ev": -213148.6068,
  "symbols": ["Ru", "O", "C", "O", "C", "O", "C", "C", "O", "O", "H", "H", "H", "H", "H", "Cl", "C", "C", "C", "Cl", "C", "Cl", "C", "Cl", "C", "Cl", "C", "Ge", "C", "C", "C", "Se", "C", "H", "H", "H", "H", "H", "H", "H", "H", "H", "H", "H", "H", "H", "H"],
  "coordinates": [[-0.5452, 0.4878, -0.3414], [-2.3385, 4.5228, -0.0815], [-1.9979, 3.2950, -0.3966], [-1.2658, 2.6118, 0.2987], [-2.5961, 2.8375, -1.7080], [-2.3752, 1.4680, -1.9312], [-3.4884, 0.5841, -1.7709], [-3.4107, -0.2836, -0.5101], [-4.2541, -1.0901, -0.2561], [-2.3469, -0.0630, 0.2553], [-1.9073, 4.7825, 0.7509], [-2.1152, 3.4112, -2.5052], [-3.6582, 3.0977, -1.7143], [-3.4957, -0.0734, -2.6409], [-4.4265, 1.1416, -1.7613], [1.7528, 2.6835, -1.5142], [1.5146, 1.2833, -2.5172], [0.5667, 0.3610, -2.1092], [0.2999, -0.7071, -2.9564], [-0.9594, -1.8154, -2.4664], [0.9811, -0.9017, -4.1503], [0.6295, -2.2371, -5.1599], [1.9619, 0.0315, -4.5153], [2.8208, -0.1749, -5.9765], [2.2271, 1.1403, -3.7019], [3.3980, 2.3005, -4.1708], [2.5404, -2.6051, 2.5315], [0.7433, -1.9116, 2.8673], [-0.3260, -2.2683, 1.2715], [-0.0237, -2.7489, 4.4481], [0.6221, 0.0454, 3.1639], [1.1414, 1.2562, 1.7265], [3.0087, 0.7968, 1.4666], [2.4665, -3.6930, 2.4988], [3.2515, -2.3445, 3.3141], [2.9370, -2.2899, 1.5679], [-0.2411, -3.3179, 0.9847], [0.0558, -1.7194, 0.3896], [-1.3820, -2.0302, 1.3915], [-0.0569, -3.8305, 4.3268], [-1.0387, -2.3953, 4.6257], [0.5766, -2.5252, 5.3296], [1.1543, 0.3781, 4.0559], [-0.4324, 0.2867, 3.3190], [3.1485, -0.2694, 1.3394], [3.5366, 1.1565, 2.3467], [3.3469, 1.3355, 0.5857]],
  "nbo_charge": [1.506, -0.622, 0.817, -0.649, -0.179, -0.543, -0.195, 0.752, -0.537, -0.765, 0.519, 0.246, 0.234, 0.240, 0.219, 0.029, -0.051, -0.485, 0.057, 0.040, -0.138, 0.098, -0.053, 0.111, -0.100, 0.093, -1.086, 1.608, -1.087, -1.078, -1.032, 0.421, -0.777, 0.250, 0.243, 0.224, 0.261, 0.173, 0.263, 0.248, 0.242, 0.243, 0.253, 0.255, 0.236, 0.244, 0.251]
}

***

{
  "formula": "C4H12",
  "method": "the ωB97M-V functional and the def2-TZVPD basis",
  "s2": 0.75,
  "relative_energy_kcal_mol": 43.9,
  "largest_force_ev_per_a": 9.230,
  "charge": -1,
  "multiplicity": 2,
  "e_tot_ev": -4339.1334,
  "symbols": ["C", "C", "H", "H", "H", "H", "H", "H", "C", "C", "H", "H", "H", "H", "H", "H"],
  "coordinates": [[-1.8862, 0.7138, 1.9362], [-0.6546, 0.0232, 1.4310], [-2.9020, 0.1760, 2.1441], [-1.6734, 1.4511, 2.7905], [-2.3962, 1.3806, 1.1375], [-0.0296, 0.7953, 0.8610], [-0.8203, -0.6906, 0.6851], [-0.0790, -0.4385, 2.1983], [1.1504, -0.5957, -0.9682], [1.4482, -0.1624, -2.3185], [1.6553, -0.2703, -0.2574], [0.0440, -0.3472, -0.8065], [1.1254, -1.6468, -1.0874], [0.5935, -0.2542, -2.9154], [1.9346, 0.8355, -2.3965], [2.2006, -0.8647, -2.8360]],
  "nbo_charge": [-0.813, -0.882, 0.192, 0.184, 0.185, 0.190, 0.201, 0.192, -0.822, -0.726, 0.184, 0.188, 0.188, 0.192, 0.188, 0.160]
}

***

{
  "formula": "CH3O4S2",
  "method": "the ωB97M-V functional and the def2-TZVPD basis",
  "relative_energy_kcal_mol": 60.3,
  "largest_force_ev_per_a": 4.290,
  "charge": -1,
  "e_tot_ev": -30945.3400,
  "symbols": ["C", "O", "O", "O", "O", "S", "S", "H", "H", "H"],
  "coordinates": [[-1.0641, 0.2260, 0.2671], [2.6331, -0.6632, -1.4259], [-3.2588, -0.6352, -0.9990], [2.3071, 1.3442, -0.0329], [2.2766, -0.7073, 1.1539], [-2.6523, -0.7291, 0.3757], [2.0757, -0.0930, -0.1600], [-1.3688, 1.3072, -0.1842], [-0.3650, -0.2992, -0.2747], [-0.5834, 0.2496, 1.2799]],
  "nbo_charge": [-0.820, -0.970, -0.806, -1.002, -0.989, 0.867, 2.011, 0.240, 0.221, 0.249]
}

***

{
  "formula": "C35H53AsN5P2S2Si2V",
  "method": "the ωB97M-V functional and the def2-TZVPD basis",
  "s2": 0.91,
  "largest_force_ev_per_a": 2.310,
  "charge": 1,
  "multiplicity": 2,
  "e_tot_ev": -187133.2605,
  "symbols": ["V", "C", "P", "C", "N", "C", "C", "C", "C", "C", "C", "N", "C", "P", "C", "C", "C", "C", "C", "C", "C", "C", "C", "H", "H", "H", "H", "H", "H", "H", "H", "H", "H", "H", "H", "H", "H", "H", "H", "H", "H", "H", "H", "H", "H", "H", "H", "H", "H", "H", "H", "N", "C", "C", "C", "C", "C", "C", "N", "C", "C", "C", "S", "C", "N", "H", "H", "H", "H", "H", "H", "H", "S", "C", "C", "Si", "C", "C", "As", "Si", "C", "C", "C", "H", "H", "H", "H", "H", "H", "H", "H", "H", "H", "H", "H", "H", "H", "H", "H", "H", "H"],
  "coordinates": [[-0.4686, -0.5640, 0.7860], [-0.9715, 3.8234, -1.1485], [-0.8239, 2.0492, -1.2961], [-2.4211, 1.4729, -1.9911], [-2.7601, 2.1561, -3.0583], [-3.8720, 1.7966, -3.7334], [-4.2717, 2.5252, -4.8837], [-5.3773, 2.1299, -5.5694], [-6.1330, 0.9973, -5.1483], [-5.7705, 0.2852, -4.0479], [-4.6246, 0.6812, -3.3089], [-4.2759, 0.0048, -2.1950], [-3.2211, 0.3844, -1.5112], [-2.9113, -0.5396, 0.0767], [-3.6963, -2.1378, -0.3569], [-4.1776, 0.2192, 1.2352], [-5.5189, 0.5221, 0.5690], [-4.3886, -0.7910, 2.3702], [-3.5878, 1.5155, 1.7967], [0.4963, 1.6305, -2.5027], [1.8184, 2.0509, -1.8428], [0.3139, 2.3442, -3.8452], [0.4485, 0.1103, -2.7033], [-1.2559, 4.2380, -2.1136], [-0.0171, 4.2215, -0.8117], [-1.7276, 4.0528, -0.3992], [-3.6818, 3.3816, -5.1882], [-5.6891, 2.6796, -6.4494], [-7.0115, 0.7044, -5.7126], [-6.3371, -0.5730, -3.7084], [-4.7520, -2.0103, -0.5811], [-3.5757, -2.8324, 0.4747], [-3.2156, -2.5592, -1.2395], [-5.9327, -0.3261, 0.0224], [-5.4512, 1.3680, -0.1170], [-6.2303, 0.7914, 1.3550], [-4.9552, -1.6633, 2.0360], [-4.9589, -0.3105, 3.1700], [-3.4450, -1.1296, 2.8034], [-3.2975, 2.2100, 1.0051], [-2.7029, 1.3352, 2.4073], [-4.3398, 2.0154, 2.4164], [1.8914, 3.1372, -1.7442], [2.6408, 1.7203, -2.4844], [1.9612, 1.5965, -0.8627], [0.4770, 3.4194, -3.7460], [-0.6713, 2.1837, -4.2835], [1.0637, 1.9596, -4.5432], [0.5537, -0.4162, -1.7504], [1.2928, -0.1971, -3.3218], [-0.4736, -0.2070, -3.2039], [-1.4642, -3.2694, 3.6219], [-1.5208, -2.2520, 4.5592], [-1.8527, -2.2597, 5.9110], [-1.8085, -1.0429, 6.5575], [-1.4473, 0.1356, 5.8781], [-1.1198, 0.1311, 4.5376], [-1.1636, -1.0939, 3.8740], [-0.8902, -1.4309, 2.5356], [-1.0787, -2.7353, 2.4536], [-0.9330, -3.3990, 1.1639], [-1.0894, -4.6917, 0.8078], [-0.8634, -4.8607, -0.8662], [-0.5820, -3.1959, -1.0133], [-0.6343, -2.5399, 0.1118], [-1.6581, -4.2423, 3.7890], [-2.1308, -3.1687, 6.4300], [-2.0549, -0.9959, 7.6121], [-1.4168, 1.0700, 6.4245], [-0.8278, 1.0297, 4.0103], [-1.3087, -5.5422, 1.4373], [-0.3897, -2.7342, -1.9720], [-0.1847, 2.1686, 1.6110], [-0.4840, 1.2441, 0.2328], [4.9916, -2.3376, 0.4349], [3.1616, -2.5180, 0.1350], [2.6506, -4.2059, 0.7669], [2.9736, -2.4830, -1.7296], [1.9859, -0.7130, 1.0340], [2.6754, -0.8339, 3.2717], [1.9530, -2.3537, 4.1374], [2.1409, 0.7140, 4.1687], [4.5294, -0.9448, 3.4145], [5.5525, -2.9190, -0.3067], [5.2775, -2.6927, 1.4272], [5.2940, -1.2907, 0.3493], [3.1859, -5.0069, 0.2381], [1.5787, -4.3779, 0.6484], [2.8860, -4.2876, 1.8338], [3.6322, -3.2324, -2.1842], [3.2731, -1.5002, -2.1035], [1.9581, -2.6825, -2.0744], [1.4456, -3.0056, 3.4225], [1.2383, -2.0672, 4.9197], [2.7490, -2.9393, 4.6146], [1.4797, 1.3263, 3.5535], [3.0215, 1.3153, 4.4180], [1.6217, 0.4676, 5.1023], [4.8844, -1.9750, 3.3260], [4.8224, -0.5712, 4.4023], [5.0360, -0.3394, 2.6592]],
  "lowdin_charge": [0.223, -0.175, 0.925, -0.305, 0.137, -0.196, -0.003, -0.050, -0.050, -0.002, -0.195, 0.137, -0.336, 1.049, -0.234, -0.683, -0.086, -0.078, -0.101, -0.647, -0.072, -0.070, -0.081, 0.059, 0.059, 0.058, 0.121, 0.114, 0.114, 0.119, 0.042, 0.042, 0.039, 0.071, 0.082, 0.095, 0.083, 0.100, 0.057, 0.066, 0.028, 0.099, 0.086, 0.100, 0.025, 0.086, 0.065, 0.097, 0.030, 0.095, 0.089, 0.207, -0.197, -0.003, -0.061, -0.054, -0.028, -0.219, 0.037, -0.284, -0.320, -0.318, 1.109, -0.458, -0.106, 0.176, 0.118, 0.112, 0.114, 0.059, 0.097, 0.089, 0.578, -1.069, -0.228, 0.187, -0.211, -0.232, 0.783, 0.233, -0.207, -0.225, -0.232, 0.037, 0.012, 0.031, 0.041, -0.021, 0.026, 0.038, 0.023, -0.008, -0.004, 0.022, 0.036, -0.051, 0.035, 0.026, 0.016, 0.037, 0.030]
}